[1]
Here is an isolated ion of composition C8H13FN2O5PS and charge +1 at a distorted geometry from OMol25. Energies are from the ωB97M-V functional and the def2-TZVPD basis.

Structure (XYZ):
```
31
Properties=species:S:1:pos:R:3
C -2.672 -1.367 1.926
O -3.214 -1.400 0.608
C -2.310 -1.837 -0.338
N -1.042 -1.050 -0.326
C 0.269 -1.720 -0.299
C 1.093 -0.606 -1.039
S 2.851 -0.870 -0.745
O 3.202 -2.148 -1.197
O 3.600 0.176 -1.304
F 2.899 -0.842 0.830
C 0.495 0.587 -0.262
P 1.083 2.348 -0.611
C 2.608 2.577 0.410
O -0.061 3.304 0.151
C -0.981 0.234 -0.338
N -2.035 1.064 -0.391
C -2.083 1.763 -1.419
O -2.212 2.281 -2.423
H -2.317 -0.350 2.133
H -1.815 -2.045 2.025
H -3.415 -1.613 2.678
H -2.101 -2.892 -0.142
H -2.761 -1.710 -1.321
H 0.635 -1.795 0.725
H 0.306 -2.631 -0.888
H 0.870 -0.598 -2.105
H 0.844 0.399 0.773
H 3.518 2.449 -0.163
H 2.578 1.873 1.254
H 2.516 3.572 0.845
H -0.349 2.846 0.952
```

LUMO level in eV: -4.5
SMILES: COCN1C[C@H](S(=O)(=O)F)[C@@H](P(C)O)C1=[N+]=C=O
Frontier orbital gap in hartree: 0.2925
E_HOMO in eV: -12.43
Energy in Eh: -1637.45749
Maximum force in eV Å⁻¹: 2.48
Total charge: +1

[2]
Here is a 2-piece molecular cluster, C3H8NO overall at a distorted geometry from OMol25. Energies are from the ωB97M-V functional and the def2-TZVPD basis.

Structure (XYZ):
```
13
Properties=species:S:1:pos:R:3
C 0.553 -0.259 -0.921
C -0.154 1.087 -0.723
C -1.203 1.255 0.105
O -0.660 -1.200 1.271
N 1.355 -0.470 0.236
H 1.193 -0.276 -1.808
H -0.160 -1.087 -1.034
H 0.285 1.957 -1.197
H -1.468 0.411 0.769
H -1.718 2.209 0.138
H 2.174 -1.070 0.106
H -0.908 -1.729 2.048
H 0.711 -0.830 1.009
```

LUMO level in eV: -9.7
Frontier orbital gap in hartree: 0.2092
E_HOMO in eV: -15.43
Energy in Eh: -248.58240
Maximum force in eV Å⁻¹: 1.86
Total charge: +1

[3]
Here is C12H33InO14PS3 as an isolated structure at a distorted geometry from OMol25. Energies are from the ωB97M-V functional and the def2-TZVPD basis.

Structure (XYZ):
```
64
Properties=species:S:1:pos:R:3
C -3.608 -1.899 0.242
C -2.827 -0.670 0.637
O -3.410 0.315 1.078
O -1.511 -0.754 0.434
C -0.689 -0.199 1.515
In 1.510 -0.480 1.216
P 2.149 -0.355 -1.271
O 0.967 -0.583 -2.135
O 2.727 1.161 -1.601
O 3.346 -1.389 -1.715
H -2.973 -2.661 -0.176
H -4.123 -2.228 1.131
H -4.358 -1.568 -0.457
H -0.970 -0.717 2.423
H -0.867 0.859 1.611
H 2.135 -1.908 2.009
H 2.292 0.940 1.980
H 3.269 1.156 -2.391
H 3.446 -1.348 -2.669
O 3.064 -3.139 4.143
S 3.153 -2.874 5.539
O 3.060 -1.541 6.043
O 4.489 -3.549 6.102
C 5.721 -3.194 5.444
C 6.196 -1.796 5.790
C 2.008 -3.887 6.414
H 5.605 -3.318 4.366
H 6.445 -3.932 5.784
H 5.514 -1.039 5.408
H 7.179 -1.620 5.352
H 6.259 -1.670 6.871
H 2.096 -4.909 6.057
H 1.019 -3.491 6.199
H 2.218 -3.819 7.477
O 4.688 6.284 -1.861
S 3.396 6.820 -2.158
O 2.755 7.700 -1.232
O 2.420 5.646 -2.556
C 2.248 4.531 -1.631
C 1.399 4.886 -0.430
C 3.436 7.602 -3.736
H 3.223 4.151 -1.329
H 1.761 3.751 -2.209
H 1.890 5.623 0.204
H 1.217 3.990 0.163
H 0.444 5.307 -0.746
H 3.906 6.933 -4.450
H 4.021 8.512 -3.623
H 2.419 7.843 -4.031
O -6.104 -2.245 -1.960
S -6.562 -2.988 -3.090
O -5.656 -3.797 -3.841
O -7.324 -1.996 -4.071
C -6.609 -0.816 -4.506
C -5.540 -1.117 -5.537
C -7.951 -3.967 -2.634
H -6.192 -0.305 -3.637
H -7.372 -0.168 -4.932
H -4.737 -1.718 -5.116
H -5.110 -0.186 -5.906
H -5.963 -1.672 -6.375
H -8.655 -3.349 -2.084
H -7.575 -4.770 -2.005
H -8.402 -4.374 -3.534
```

LUMO level in eV: 1.9
Frontier orbital gap in hartree: 0.2589
E_HOMO in eV: -5.10
Energy in Eh: -3256.47224
Maximum force in eV Å⁻¹: 1.39
Total charge: -1

[4]
Here is a single CH2N4OS molecule at a distorted geometry from OMol25. Energies are from the ωB97M-V functional and the def2-TZVPD basis.

Structure (XYZ):
```
9
Properties=species:S:1:pos:R:3
N -0.497 1.998 -0.061
N -0.582 0.665 0.177
O -1.779 0.075 -0.155
N -1.531 -1.299 -0.062
N -0.328 -1.504 0.110
C 0.414 -0.277 0.119
S 2.031 -0.164 -0.054
H 0.374 2.168 -0.549
H -0.571 2.506 0.784
```

LUMO level in eV: -0.6
SMILES: Nn1onnc1=S
Frontier orbital gap in hartree: 0.3179
E_HOMO in eV: -9.29
Energy in Eh: -731.60982
Maximum force in eV Å⁻¹: 1.54

[5]
Here is a single C3H8N2O molecule at a distorted geometry from OMol25. Energies are from the ωB97M-V functional and the def2-TZVPD basis.

Structure (XYZ):
```
14
Properties=species:S:1:pos:R:3
C 1.563 -1.850 -0.817
N 0.551 -0.718 -0.408
C -0.430 -0.038 -1.234
N -1.074 0.877 -0.644
O -0.552 0.874 0.753
C -1.434 1.800 1.647
H 1.314 -1.963 -1.926
H 2.746 -1.699 -0.877
H 1.787 -2.888 -0.374
H 0.711 0.038 0.476
H -0.491 -0.505 -2.346
H -2.545 1.600 1.777
H -0.651 1.668 2.652
H -1.495 2.803 1.320
```

LUMO level in eV: 1.0
SMILES: CN/C=N\OC
Frontier orbital gap in hartree: 0.3493
E_HOMO in eV: -8.52
Energy in Eh: -303.63970
Maximum force in eV Å⁻¹: 5.87

[6]
Here is a 9-piece molecular cluster, C36H54O27 overall at a distorted geometry from OMol25. Energies are from the ωB97M-V functional and the def2-TZVPD basis.

Structure (XYZ):
```
117
Properties=species:S:1:pos:R:3
C 4.043 -6.199 -9.499
C 3.849 -6.187 -8.001
C 2.635 -5.600 -7.281
O 2.303 -6.650 -6.375
C 3.058 -7.722 -6.526
O 2.992 -8.766 -5.873
O 3.937 -7.478 -7.476
H 3.771 -5.313 -10.072
H 3.407 -6.983 -9.908
H 5.086 -6.455 -9.689
H 4.765 -5.826 -7.534
H 1.842 -5.220 -7.923
H 2.991 -4.717 -6.750
C 2.546 -1.530 6.959
C 1.886 -0.400 6.268
C 1.781 -0.529 4.729
O 0.450 -0.668 4.403
C -0.260 -0.551 5.496
O -1.476 -0.418 5.479
O 0.541 -0.511 6.602
H 2.279 -1.653 8.009
H 3.617 -1.329 6.928
H 2.366 -2.470 6.439
H 2.336 0.540 6.585
H 2.491 -1.295 4.418
H 2.246 0.385 4.362
C -4.413 5.735 3.442
C -4.839 6.413 4.702
C -5.617 5.547 5.649
O -5.099 5.800 6.910
C -3.950 6.601 6.740
O -3.280 7.106 7.616
O -3.780 6.869 5.467
H -3.709 6.434 2.991
H -5.291 5.580 2.814
H -3.953 4.787 3.723
H -5.356 7.307 4.353
H -5.428 4.494 5.438
H -6.668 5.830 5.604
C 1.960 4.387 8.676
C 0.934 4.999 7.720
C 1.439 6.091 6.871
O 0.903 5.882 5.615
C 0.330 4.610 5.566
O -0.165 4.068 4.555
O 0.530 4.038 6.773
H 1.965 4.903 9.636
H 2.978 4.311 8.294
H 1.683 3.365 8.934
H 0.061 5.254 8.321
H 2.524 6.110 6.764
H 1.177 7.072 7.269
C 4.265 -6.483 -1.522
C 3.777 -5.113 -2.007
C 3.807 -3.954 -1.076
O 4.387 -2.927 -1.847
C 4.740 -3.388 -3.063
O 5.238 -2.679 -3.936
O 4.514 -4.748 -3.151
H 3.773 -6.795 -0.601
H 5.310 -6.503 -1.212
H 4.196 -7.290 -2.252
H 2.714 -5.149 -2.248
H 4.403 -4.171 -0.190
H 2.864 -3.604 -0.657
C -1.372 1.382 -0.654
C -0.566 0.100 -0.843
C -1.318 -1.182 -0.741
O -0.909 -1.938 -1.836
C -0.077 -1.215 -2.656
O 0.365 -1.573 -3.741
O 0.109 0.021 -2.132
H -1.469 1.605 0.409
H -2.355 1.180 -1.080
H -0.877 2.235 -1.119
H 0.247 -0.019 -0.126
H -2.403 -1.081 -0.728
H -0.984 -1.704 0.156
C -2.705 -2.870 -7.152
C -3.633 -1.607 -7.231
C -4.720 -1.381 -6.146
O -4.340 -0.138 -5.541
C -3.214 0.313 -6.016
O -2.688 1.379 -5.701
O -2.776 -0.506 -7.021
H -3.217 -3.796 -7.416
H -2.317 -3.038 -6.148
H -1.884 -2.786 -7.865
H -4.093 -1.478 -8.210
H -4.715 -2.180 -5.404
H -5.706 -1.288 -6.602
C 3.793 2.796 -4.043
C 4.384 3.800 -3.047
C 3.628 3.790 -1.690
O 4.569 3.182 -0.879
C 5.816 3.187 -1.459
O 6.892 3.012 -0.860
O 5.675 3.552 -2.791
H 2.756 3.007 -4.303
H 3.873 1.783 -3.649
H 4.263 2.691 -5.021
H 4.382 4.755 -3.572
H 2.724 3.186 -1.772
H 3.386 4.798 -1.353
C -5.147 -2.202 2.642
C -6.026 -1.002 2.271
C -5.396 0.359 2.432
O -5.744 1.116 1.264
C -6.098 0.230 0.299
O -6.346 0.527 -0.846
O -6.210 -1.021 0.828
H -4.184 -2.189 2.131
H -5.604 -3.176 2.467
H -4.943 -2.069 3.704
H -7.063 -1.039 2.605
H -4.308 0.324 2.491
H -5.865 0.925 3.237
```

LUMO level in eV: -0.1
SMILES: C[C@H]1COC(=O)O1.C[C@H]1COC(=O)O1.C[C@H]1COC(=O)O1.C[C@H]1COC(=O)O1.C[C@H]1COC(=O)O1.C[C@H]1COC(=O)O1.C[C@H]1COC(=O)O1.C[C@H]1COC(=O)O1.C[C@H]1COC(=O)O1
Frontier orbital gap in hartree: 0.3887
E_HOMO in eV: -10.63
Energy in Eh: -3435.65865
Maximum force in eV Å⁻¹: 4.86

[7]
Here is a 8-piece molecular cluster, C26H49Cl14F3NO overall at a distorted geometry from OMol25. Energies are from the ωB97M-V functional and the def2-TZVPD basis.

Structure (XYZ):
```
94
Properties=species:S:1:pos:R:3
C 4.061 -1.263 -0.446
C 3.575 -0.397 -1.792
C 4.227 -1.211 -3.081
C 1.942 -0.491 -1.886
C 1.278 0.737 -0.966
C -0.342 0.567 -0.789
C -1.249 1.239 -1.977
C -2.632 0.436 -2.338
F -3.201 -0.200 -1.122
F -2.354 -0.540 -3.449
F -3.623 1.494 -2.764
C 1.775 2.220 -1.457
C 3.260 2.071 -2.212
C 4.035 3.518 -1.887
C 3.138 2.006 -3.856
N 4.131 0.996 -1.603
O 5.366 0.973 -2.134
H 3.953 -0.584 0.528
H 3.482 -2.271 -0.317
H 5.234 -1.405 -0.589
H 4.345 -0.545 -4.036
H 5.243 -1.732 -2.746
H 3.463 -2.092 -3.333
H 1.502 -0.464 -2.971
H 1.623 -1.491 -1.323
H 1.749 0.574 0.120
H -0.563 -0.606 -0.800
H -0.656 0.927 0.303
H -0.576 1.424 -2.945
H -1.535 2.334 -1.599
H 1.978 2.861 -0.494
H 1.083 2.746 -2.240
H 3.369 4.341 -2.419
H 5.081 3.549 -2.446
H 4.106 3.750 -0.741
H 2.766 3.044 -4.265
H 4.118 1.608 -4.358
H 2.286 1.229 -4.098
Cl 4.765 -4.645 0.544
C 4.143 -4.703 2.212
C 2.636 -4.903 2.257
Cl 1.751 -3.479 1.655
H 4.443 -3.781 2.719
H 4.643 -5.541 2.706
H 2.313 -5.062 3.289
H 2.326 -5.769 1.665
Cl 6.026 -0.547 2.510
C 5.630 0.522 3.878
C 4.140 0.812 3.970
Cl 3.567 1.824 2.621
H 6.213 1.443 3.770
H 5.966 0.012 4.786
H 3.925 1.361 4.891
H 3.551 -0.110 3.977
Cl -2.449 -3.696 0.654
C -3.313 -3.235 -0.833
C -4.463 -4.179 -1.147
Cl -3.893 -5.800 -1.620
H -2.587 -3.199 -1.651
H -3.697 -2.223 -0.675
H -5.044 -3.791 -1.988
H -5.136 -4.293 -0.291
Cl 3.363 -0.977 7.471
C 2.504 -2.151 6.444
C 3.449 -3.158 5.808
Cl 4.509 -2.408 4.588
H 1.941 -1.594 5.689
H 1.788 -2.670 7.088
H 2.875 -3.933 5.293
H 4.084 -3.643 6.556
Cl -8.094 -0.006 -5.044
C -7.844 0.322 -3.312
C -6.433 -0.020 -2.860
Cl -6.126 -1.775 -2.882
H -8.595 -0.239 -2.748
H -8.033 1.389 -3.161
H -6.282 0.314 -1.829
H -5.680 0.463 -3.489
Cl 1.316 3.723 3.654
C 0.304 3.486 5.100
C 1.136 3.259 6.353
Cl 1.987 1.694 6.321
H -0.372 2.648 4.908
H -0.300 4.391 5.216
H 0.487 3.247 7.233
H 1.882 4.048 6.490
Cl -9.778 5.069 -5.287
C -10.178 3.371 -4.929
C -11.120 3.239 -3.743
Cl -10.338 3.694 -2.208
H -9.241 2.829 -4.762
H -10.651 2.961 -5.826
H -11.441 2.199 -3.637
H -12.012 3.861 -3.866
```

LUMO level (alpha / beta) in eV: 0.3 / 0.0
Frontier orbital gap (alpha / beta) in hartree: 0.3334 / 0.3419
2S+1: 2
Expectation value of S²: 0.75
E_HOMO (alpha / beta) in eV: -8.76 / -9.34
Energy in Eh: -7892.09082
Maximum force in eV Å⁻¹: 5.15

[8]
Here is C11H30N2O4Tl as an isolated structure at a distorted geometry from OMol25. Energies are from the ωB97M-V functional and the def2-TZVPD basis.

Structure (XYZ):
```
48
Properties=species:S:1:pos:R:3
Tl 0.316 -1.348 0.174
C -0.821 5.522 -0.204
O -0.306 4.265 0.183
C -0.971 3.717 1.318
C -1.007 2.193 1.359
N 0.270 1.579 1.017
C 1.291 1.908 2.080
C 2.714 1.454 1.512
O 2.793 0.152 0.923
C 4.095 -0.109 0.393
H -0.495 5.821 -1.200
H -0.400 6.293 0.441
H -1.892 5.588 -0.395
H -2.038 3.939 1.284
H -0.535 4.065 2.254
H -1.723 1.981 0.566
H -1.457 1.826 2.281
H 0.621 2.061 0.201
H 0.997 1.417 3.008
H 1.436 2.986 2.146
H 3.444 1.389 2.319
H 2.893 2.221 0.759
H 4.862 0.013 1.157
H 4.251 0.460 -0.523
H 4.159 -1.158 0.104
C -0.688 -5.135 -3.295
C -0.354 -3.816 -2.706
C -1.535 -2.879 -2.712
O -0.967 -1.575 -2.471
C -1.743 -0.464 -3.039
N -0.065 -4.040 -1.274
H -0.645 -5.218 -4.381
H -1.707 -5.468 -3.096
H -0.161 -5.959 -2.815
H 0.512 -3.427 -3.243
H -2.184 -3.023 -1.849
H -2.090 -2.900 -3.650
H -1.274 -0.058 -3.935
H -1.776 0.311 -2.273
H -2.793 -0.675 -3.242
H -0.660 -4.771 -0.913
H 0.852 -4.461 -1.232
C -1.220 -0.709 3.882
O -0.032 -0.949 3.114
H -1.490 -1.547 4.524
H -1.088 0.183 4.494
H -2.063 -0.538 3.212
H 0.675 -1.116 3.741
```

LUMO level (alpha / beta) in eV: -17.7 / -17.5
Frontier orbital gap (alpha / beta) in hartree: 0.1382 / 0.1504
2S+1: 2
Expectation value of S²: 1.77
E_HOMO (alpha / beta) in eV: -21.45 / -21.55
Energy in Eh: -1018.11578
Maximum force in eV Å⁻¹: 3.25
Total charge: +4

[9]
Here is C9H24FO3Rb as an isolated structure at a distorted geometry from OMol25. Energies are from the ωB97M-V functional and the def2-TZVPD basis.

Structure (XYZ):
```
38
Properties=species:S:1:pos:R:3
Rb -12.546 -7.348 6.463
F -9.474 -5.454 3.804
C -5.735 -2.595 0.104
C -5.795 -1.742 1.360
C -5.456 -0.307 1.000
O -7.071 -1.891 1.961
H -4.793 -2.646 -0.442
H -6.470 -2.337 -0.658
H -5.980 -3.573 0.517
H -5.062 -2.049 2.105
H -4.478 -0.325 0.520
H -5.426 0.256 1.932
H -6.204 0.040 0.287
H -7.279 -2.798 2.197
C -11.299 -6.346 -1.389
C -12.116 -7.330 -0.462
C -11.446 -8.717 -0.280
O -12.276 -6.781 0.820
H -11.640 -5.312 -1.431
H -11.240 -6.699 -2.419
H -10.315 -6.308 -0.921
H -13.084 -7.415 -0.956
H -11.367 -9.308 -1.193
H -11.991 -9.378 0.394
H -10.399 -8.701 0.022
H -11.379 -6.701 1.151
C -4.570 -7.582 3.453
C -4.404 -7.144 4.897
C -2.900 -6.710 5.112
O -5.303 -6.032 5.259
H -4.311 -6.806 2.733
H -5.594 -7.806 3.153
H -4.082 -8.514 3.169
H -4.666 -7.974 5.553
H -2.150 -7.426 4.775
H -2.729 -6.688 6.188
H -2.704 -5.704 4.741
H -6.188 -6.199 4.927
```

LUMO level in eV: -1.8
Frontier orbital gap in hartree: 0.1839
E_HOMO in eV: -6.78
Energy in Eh: -706.85746
Maximum force in eV Å⁻¹: 1.87

[10]
Here is a single C15H17F3N4O3S molecule at a distorted geometry from OMol25. Energies are from the ωB97M-V functional and the def2-TZVPD basis.

Structure (XYZ):
```
43
Properties=species:S:1:pos:R:3
C -1.054 -1.775 6.347
N -1.441 -1.611 4.936
C -2.733 -1.052 4.551
C -2.693 -0.825 3.076
C -1.436 -1.631 2.666
C -0.860 -1.210 1.298
N 0.079 -2.252 0.692
S 1.621 -1.715 0.294
O 1.928 -0.823 1.429
O 2.449 -2.850 0.186
C 1.394 -0.672 -1.280
C 1.112 -1.218 -2.582
C 1.230 -0.414 -3.678
C 1.482 0.922 -3.561
C 1.368 1.836 -4.724
N 1.079 1.454 -5.908
O 0.949 2.611 -6.657
C 1.066 3.688 -5.813
C 0.861 5.110 -6.369
F -0.489 5.264 -6.318
F 1.430 6.106 -5.728
F 1.231 5.169 -7.626
N 1.441 3.229 -4.649
C 1.903 1.458 -2.316
C 1.788 0.633 -1.128
C -0.487 -1.549 3.859
H -0.517 -0.929 6.570
H -1.984 -1.854 6.944
H -0.391 -2.601 6.498
H -2.984 -0.072 4.970
H -3.615 -1.711 4.825
H -3.618 -1.222 2.742
H -2.629 0.205 2.722
H -1.812 -2.704 2.693
H -0.475 -0.224 1.256
H -1.730 -1.061 0.517
H 0.119 -3.094 1.213
H 0.845 -2.250 -2.720
H 1.064 -0.973 -4.614
H 2.269 2.494 -2.271
H 1.932 1.161 -0.175
H 0.130 -0.662 3.961
H 0.181 -2.383 3.876
```

LUMO level in eV: -0.4
SMILES: CN1CC[C@@H](CNS(=O)(=O)c2ccc(-c3noc(C(F)(F)F)n3)cc2)C1
Frontier orbital gap in hartree: 0.2700
E_HOMO in eV: -7.79
Energy in Eh: -1724.19032
Maximum force in eV Å⁻¹: 4.83

[11]
Here is a single C7H12 molecule at a distorted geometry from OMol25. Energies are from the ωB97M-V functional and the def2-TZVPD basis.

Structure (XYZ):
```
19
Properties=species:S:1:pos:R:3
C -0.329 1.224 1.546
C -0.193 1.487 0.225
C -1.243 2.318 -0.454
C 0.968 0.836 -0.665
C 1.035 -0.660 -0.476
C 0.221 -1.592 -0.057
C 0.275 -3.050 0.018
H -0.977 1.712 2.260
H 0.194 0.503 2.053
H -1.174 2.117 -1.529
H -2.314 2.005 -0.210
H -0.975 3.332 -0.348
H 1.861 1.192 -0.205
H 0.834 1.220 -1.647
H 1.998 -1.103 -0.821
H -0.864 -1.409 0.249
H 0.534 -3.154 1.008
H 0.914 -3.492 -0.740
H -0.769 -3.487 -0.209
```

LUMO level in eV: 1.1
SMILES: C=C(C)C/C=C/C
Frontier orbital gap in hartree: 0.3663
E_HOMO in eV: -8.85
Energy in Eh: -273.81632
Maximum force in eV Å⁻¹: 4.57